1.
{
  "formula": "CH3INOP",
  "method": "ωB97M-V with the def2-TZVPD basis set",
  "gap_ha": [0.24982, 0.24974],
  "de_lowest_kcal_mol": 85.3,
  "e_homo_ev": [-7.9, -7.9],
  "e_tot_ha": -808.81021,
  "elements": ["C", "N", "O", "P", "I", "H", "H", "H"],
  "positions_angstrom": [[-1.9764, 0.6720, 0.9747], [-1.7051, -0.4733, 0.9283], [-0.5918, 1.9302, -0.2033], [0.6677, 1.2446, -0.5873], [-3.1414, 2.2023, 1.6444], [-0.8409, -0.9079, 0.7727], [0.4496, -0.1282, -0.6901], [1.1867, 0.7333, 0.5918]]
}

2.
{
  "formula": "C4H7NO",
  "method": "ωB97M-V with the def2-TZVPD basis set",
  "gap_ha": 0.41975,
  "de_lowest_kcal_mol": 36.6,
  "e_homo_ev": -10.5,
  "smiles": "CO[C@@H](C)C#N",
  "e_tot_ha": -286.57331,
  "elements": ["C", "O", "C", "C", "C", "N", "H", "H", "H", "H", "H", "H", "H"],
  "positions_angstrom": [[-1.2667, -1.2294, 0.7472], [-0.4149, -0.1124, 0.9174], [0.0363, 0.5275, -0.2502], [1.3303, 1.2472, 0.1069], [0.2517, -0.3920, -1.3976], [0.3921, -1.0604, -2.3313], [-0.6776, -2.1421, 0.5936], [-1.9523, -1.1078, -0.1005], [-1.8473, -1.3266, 1.6673], [-0.7153, 1.2546, -0.5963], [1.1157, 2.0156, 0.8534], [2.0333, 0.5268, 0.5326], [1.7830, 1.7128, -0.7716]]
}